Record 1
DFT (ωB97M-V/def2-TZVPD) results for a cluster of 2 separate species, C13H30OP in total.

XYZ file:
```
45
Properties=species:S:1:pos:R:3:forces:R:3:lowdin_charge:R:1
C -3.848 -0.319 -3.296 -0.011 0.230 0.037 -0.095
C -3.092 0.689 -4.160 -0.052 -0.138 0.046 -0.265
C -1.843 1.302 -3.505 -0.236 0.142 0.024 -0.499
C -2.170 2.104 -2.241 0.190 0.055 -0.080 -0.084
P -0.541 0.057 -3.244 0.154 0.100 0.044 1.110
C 0.187 -0.040 -1.605 -0.193 -0.031 0.001 -0.327
C -0.713 -0.713 -0.555 0.211 -0.168 0.134 -0.225
C -0.333 -0.273 0.869 -0.041 0.156 -0.164 -0.433
C -0.810 -1.313 1.882 -0.143 0.289 -0.059 -0.061
C -0.883 1.120 1.188 0.105 -0.213 -0.093 -0.061
H -4.614 -0.811 -3.890 0.005 -0.086 0.005 0.085
H -4.354 0.171 -2.465 0.025 0.025 0.038 0.081
H -3.200 -1.088 -2.872 0.025 -0.111 -0.048 0.055
H -2.830 0.246 -5.123 0.059 -0.037 0.001 0.112
H -3.753 1.527 -4.381 -0.014 0.026 -0.101 0.121
H -1.387 1.985 -4.225 0.014 0.002 -0.028 0.118
H -2.931 2.839 -2.501 -0.062 -0.002 0.011 0.099
H -1.302 2.659 -1.885 0.004 -0.029 0.083 0.083
H -2.549 1.489 -1.431 -0.032 -0.039 0.037 0.062
H 0.482 0.338 -4.149 0.039 -0.039 -0.060 0.039
H -0.981 -1.209 -3.625 -0.065 -0.081 -0.003 0.048
H 0.444 0.981 -1.314 0.031 0.028 -0.035 0.093
H 1.114 -0.601 -1.725 0.125 0.069 0.044 0.103
H -0.567 -1.793 -0.619 -0.062 -0.040 -0.160 0.122
H -1.772 -0.525 -0.745 -0.071 0.049 0.050 0.097
H 0.757 -0.223 0.894 0.062 -0.062 0.244 0.114
H -1.807 -1.670 1.611 -0.029 -0.097 0.036 0.084
H -0.895 -0.863 2.869 0.110 -0.075 0.063 0.080
H -0.125 -2.155 1.945 -0.013 -0.086 -0.054 0.083
H -0.379 1.902 0.617 -0.080 0.048 -0.075 0.070
H -1.954 1.159 0.979 -0.071 0.086 0.064 0.081
H -0.734 1.352 2.240 0.018 0.031 0.020 0.083
C 3.895 -0.891 4.431 0.008 -0.034 -0.018 -0.162
C 4.632 -0.260 3.252 -0.014 0.033 0.012 -0.164
C 3.760 -0.689 2.081 0.001 -0.024 0.020 -0.205
O 2.422 -0.769 2.586 0.017 0.012 -0.038 -0.176
C 2.442 -0.706 4.019 -0.012 0.019 0.003 -0.198
H 4.121 -0.425 5.388 0.005 0.015 0.001 0.116
H 4.135 -1.954 4.503 -0.003 0.000 0.001 0.117
H 4.635 0.827 3.346 -0.002 -0.002 -0.002 0.116
H 5.663 -0.596 3.151 0.004 -0.015 0.006 0.115
H 4.056 -1.673 1.704 0.019 0.006 0.004 0.118
H 3.781 0.022 1.252 -0.020 -0.003 -0.002 0.113
H 2.060 0.271 4.335 0.011 -0.002 0.013 0.119
H 1.782 -1.480 4.413 -0.017 -0.005 -0.022 0.118
```
Positions in Å, forces in eV/Å.

Output
Gap between HOMO and LUMO = 0.3338 Ha
E_LUMO = -2.65 eV
F_max = 0.3 eV/A
ΔE to the lowest compared entry with this formula, charge and spin = 2.0 kcal per mole
Net charge = +1
2S+1 = 1

---

Record 2
DFT (ωB97M-V/def2-TZVPD) results for a structure of composition C13H31Al2BBr3Cl3F4NNaO9PS2 at a distorted geometry.

XYZ file:
```
71
Properties=species:S:1:pos:R:3:forces:R:3:lowdin_charge:R:1
C 4.679 0.126 2.581 3.630 -2.075 1.245 -0.366
O 4.847 -0.011 1.123 -1.427 0.314 1.383 -0.379
C 3.853 -1.014 0.628 0.315 -0.095 -2.098 -0.320
C 3.878 -0.876 -1.028 -1.340 -1.488 0.532 -0.142
C 2.572 -0.105 -1.651 1.527 0.743 -1.579 -0.180
C 2.589 1.547 -1.388 -1.394 -1.975 0.857 -0.154
C 1.899 1.768 0.082 0.575 0.236 -0.017 -0.305
C 1.385 3.291 0.396 0.252 0.681 -0.393 -0.200
C 0.893 4.152 -0.905 0.050 0.994 -0.008 -0.235
C -0.537 3.692 -1.556 0.187 -0.497 -0.016 -0.213
C -1.455 2.713 -0.616 -0.967 -0.472 -0.742 -0.234
C -2.195 3.450 0.648 -0.383 1.054 -1.959 -0.245
S -2.258 2.450 2.229 2.351 1.420 6.767 0.681
O -2.387 3.501 3.400 -0.427 -3.358 -4.687 -0.413
O -0.918 1.680 2.547 -3.694 1.444 -2.798 -0.499
N -3.636 1.391 2.388 2.260 -0.694 -3.456 -0.302
S -3.916 0.432 0.957 -8.450 3.147 0.360 0.653
O -4.488 1.353 -0.190 3.618 -3.104 3.009 -0.406
O -5.113 -0.534 1.313 5.450 1.933 -0.883 -0.405
C -2.420 -0.485 0.304 1.406 -0.709 -1.916 -0.284
P -2.501 -2.387 0.452 0.178 -0.732 0.520 0.797
O -3.288 -2.932 1.710 1.121 0.329 -1.870 -0.703
O -3.012 -3.118 -1.076 1.393 1.098 3.078 -0.241
O -0.823 -2.929 0.667 -3.096 0.333 -1.830 -0.276
H 3.747 -0.457 3.004 3.276 0.581 -1.147 -0.014
H 4.517 1.261 2.887 1.525 -1.881 -0.648 -0.055
H 5.632 -0.293 3.140 -1.550 0.745 -1.445 0.119
H 2.778 -0.858 1.077 3.381 0.168 -2.049 -0.133
H 4.273 -2.068 0.965 -0.361 1.662 -0.504 -0.072
H 3.823 -1.998 -1.432 0.438 2.500 0.771 0.145
H 4.900 -0.436 -1.438 -2.540 -1.722 0.434 0.063
H 1.567 -0.606 -1.318 1.978 1.094 -0.427 0.113
H 2.658 -0.213 -2.836 -0.338 -0.016 2.503 0.124
H 2.006 2.007 -2.292 1.388 -0.430 1.854 0.101
H 3.710 1.887 -1.300 -1.877 -0.207 -0.588 0.070
H 2.752 1.536 0.884 -2.047 0.500 -2.869 -0.051
H 1.069 0.936 0.289 1.698 2.097 -0.688 0.060
H 0.545 3.377 1.210 1.774 -0.640 -1.425 0.107
H 2.326 3.873 0.845 -1.670 -0.942 -0.771 0.084
H 1.708 4.186 -1.776 -1.768 -0.191 2.216 0.029
H 0.762 5.289 -0.574 0.408 -2.444 -0.514 0.128
H -0.274 3.088 -2.549 -0.849 1.325 2.074 0.088
H -1.165 4.659 -1.833 1.339 -2.159 0.435 0.107
H -2.330 2.306 -1.319 1.862 0.857 1.563 0.117
H -0.870 1.766 -0.257 -0.795 1.946 -0.580 0.069
H -3.321 3.666 0.332 2.373 -0.604 0.962 0.128
H -1.685 4.509 0.848 -1.026 -2.567 0.158 0.134
H -2.366 -0.245 -0.864 -0.337 -0.659 2.388 0.127
H -1.389 -0.147 0.745 -1.909 -0.608 -0.168 0.060
H -2.605 -4.045 -1.118 -0.804 2.995 -1.552 -0.196
H -0.383 -3.040 -0.227 -0.532 0.445 1.241 0.096
Al -2.313 -5.383 -0.147 -0.146 -3.759 2.068 1.291
Br 2.487 1.148 2.899 -6.427 0.604 1.896 0.594
B -5.613 -7.586 2.011 -1.776 -1.560 0.892 -1.086
F -5.829 -9.002 1.764 0.626 2.279 0.205 0.052
F -4.601 -7.083 1.096 0.349 0.271 -0.025 -0.048
F -6.857 -6.862 1.802 2.000 -0.495 0.193 0.040
F -5.166 -7.395 3.381 -0.205 0.362 -1.780 0.031
O -2.304 -8.804 -1.233 0.284 0.535 0.498 -0.074
H -2.761 -8.506 -0.432 -0.296 -0.512 -0.123 0.006
H -1.706 -9.498 -0.917 -0.186 0.133 -0.147 0.056
C 0.110 5.076 -5.153 -0.361 0.064 -0.443 -0.986
Cl -0.796 6.325 -4.290 0.031 -0.064 -0.126 0.535
Cl 1.457 4.477 -4.176 0.253 -0.059 -0.403 0.549
H -0.560 4.244 -5.382 0.188 0.195 0.193 0.036
H 0.504 5.499 -6.080 -0.024 -0.053 0.339 0.033
Na 5.843 1.011 -0.948 0.435 -0.248 0.390 0.476
Br -4.657 -4.165 2.549 1.178 0.757 -1.184 1.007
Al 5.543 3.339 1.155 -0.555 -0.100 0.619 1.133
Br 1.343 -0.896 2.289 -1.735 1.317 2.144 0.506
Cl 5.843 -3.030 1.702 0.195 -0.041 0.070 -0.327
```
Positions in Å, forces in eV/Å.

Output
Gap between HOMO and LUMO = 0.1049 Ha
E_LUMO = -7.00 eV
F_max = 9.0 eV/A
Net charge = +1
2S+1 = 1

---

Record 3
DFT (ωB97M-V/def2-TZVPD) results for a structure of composition C13H31B3Br4Cl3F3IMgO17P2S at a distorted geometry.

XYZ file:
```
79
Properties=species:S:1:pos:R:3:forces:R:3:lowdin_charge:R:1
O 2.267 2.274 3.444 -5.241 1.653 -4.707 -0.176
C 1.312 2.780 2.644 3.554 -0.799 1.328 -0.186
O 1.115 2.346 1.221 0.290 2.234 5.532 -0.234
C 0.076 3.317 0.742 -1.421 1.664 -1.166 -0.161
C -0.453 3.012 -0.780 -0.942 -0.732 1.096 -0.146
B -2.099 3.017 -0.787 -0.148 0.623 -0.805 -0.391
O -2.849 1.738 -1.015 -0.575 0.928 5.125 0.147
B -3.603 1.575 0.279 -1.739 4.051 -4.171 -0.443
P -3.284 0.017 1.379 1.392 -0.627 3.566 0.926
O -3.179 0.688 3.021 2.185 -1.895 -2.968 -0.352
O -1.614 -0.431 0.974 -3.204 1.746 1.240 -0.302
O -4.550 2.680 0.662 5.077 -1.599 0.475 0.083
B -3.635 3.872 0.763 -1.892 0.197 -3.631 -0.615
P -3.329 4.822 2.424 0.081 1.409 0.566 0.546
O -3.419 6.548 2.211 1.743 -2.004 -0.125 -0.400
I -5.173 4.150 3.984 0.756 0.489 -1.004 0.455
O -2.953 4.228 -0.532 0.948 -3.563 3.415 0.132
H 0.634 3.630 3.135 1.188 -1.765 -1.709 0.201
H 0.582 4.395 0.799 -1.161 -2.370 -0.224 0.175
H -0.795 3.245 1.533 1.574 0.291 -1.477 0.094
H -0.078 3.897 -1.484 0.005 -1.306 0.601 -0.088
H 0.000 2.022 -1.243 -0.879 2.114 1.102 0.133
H -2.301 0.293 3.352 -1.656 0.819 -0.477 0.053
H -1.117 0.458 0.970 -0.452 -1.260 -0.201 0.036
H -2.455 6.874 2.213 -2.048 -0.620 0.112 0.081
O 0.960 0.165 5.104 -0.041 -0.529 1.058 0.169
H -0.015 0.214 5.277 -0.037 -0.011 -0.055 0.160
H 1.458 -0.115 5.913 -0.006 -0.017 0.107 0.188
H 1.306 1.020 4.743 0.154 0.528 -0.178 0.079
Br -5.373 -1.282 2.166 1.981 1.000 -1.270 0.386
Mg 1.627 0.328 2.416 0.100 -0.967 -0.961 0.831
Cl 1.327 4.063 -2.761 0.354 0.332 -0.185 -0.230
C 2.214 1.566 -6.386 -0.178 0.092 -0.269 -1.580
Br 1.783 3.394 -6.893 0.159 -0.567 0.236 0.569
Br 4.066 1.390 -5.819 -0.305 0.404 -0.053 0.609
Br 0.980 0.876 -5.050 0.322 0.133 -0.297 0.529
H 2.093 0.949 -7.282 0.066 0.260 0.419 -0.019
O -4.007 3.872 -3.967 -0.091 0.138 0.486 -0.046
H -3.806 3.582 -3.065 -0.131 0.131 -0.365 0.006
H -4.406 4.747 -3.848 0.161 -0.265 -0.105 0.047
C -7.123 -2.786 -1.429 -0.273 -0.056 -0.384 -1.006
Cl -5.422 -2.840 -0.953 0.153 -0.111 -0.244 0.458
Cl -8.142 -2.246 -0.089 -0.096 -0.009 -0.065 0.488
H -7.237 -2.092 -2.265 0.086 -0.113 0.312 0.035
H -7.439 -3.787 -1.735 0.152 0.239 0.213 0.037
C 5.015 -2.427 -5.047 -0.178 0.855 -0.453 -0.198
C 3.614 -2.092 -5.551 -0.108 0.043 0.752 -0.205
O 3.380 -2.994 -6.630 0.814 -0.914 -0.143 -0.194
S 4.160 -4.394 -6.330 -0.071 -0.228 -0.171 0.679
O 3.212 -5.325 -5.759 1.350 0.921 -0.824 -0.243
O 4.985 -4.712 -7.472 -1.257 0.190 1.406 -0.235
O 5.121 -3.848 -5.131 -0.923 -0.623 -0.549 -0.200
H 5.782 -1.990 -5.695 -0.257 -0.027 0.210 0.122
H 5.175 -2.093 -4.018 0.029 -0.274 -0.242 0.134
H 3.529 -1.056 -5.888 0.034 -0.542 -0.114 0.019
H 2.861 -2.286 -4.780 0.046 0.079 -0.006 0.129
C -2.725 -2.741 4.906 0.152 -0.159 0.290 -0.058
C -3.752 -1.727 5.377 0.142 -0.067 -0.544 -0.245
O -4.275 -2.100 6.662 0.745 0.512 1.771 0.025
C -3.513 -1.751 7.748 1.329 0.945 -2.426 -0.315
O -2.440 -1.160 7.669 -2.171 -1.230 0.535 0.115
C -4.209 -2.161 9.045 -1.221 -0.951 2.703 -0.469
F -4.728 -3.421 8.990 0.695 1.174 -0.463 0.150
F -5.250 -1.335 9.351 1.072 -0.424 -0.776 0.151
F -3.378 -2.142 10.126 -0.453 0.196 -1.575 0.147
H -3.150 -3.750 4.911 0.013 0.199 -0.134 0.096
H -2.383 -2.504 3.895 -0.069 -0.045 0.004 0.067
H -1.856 -2.759 5.571 -0.075 0.058 -0.097 0.073
H -4.598 -1.714 4.682 0.077 -0.046 0.556 0.036
H -3.338 -0.713 5.401 -0.108 -0.135 0.263 0.105
C 9.445 -2.301 -3.437 0.131 -0.115 0.165 -0.089
C 8.310 -2.455 -4.428 0.388 0.084 0.052 -0.315
O 7.462 -1.317 -4.376 0.170 0.729 0.000 -0.121
H 9.055 -2.182 -2.421 0.006 -0.098 -0.140 0.077
H 10.106 -3.172 -3.462 -0.005 0.123 0.024 0.078
H 10.034 -1.405 -3.658 0.029 -0.131 -0.065 0.074
H 7.711 -3.339 -4.190 -0.073 0.213 -0.085 0.113
H 8.692 -2.561 -5.448 0.048 -0.207 0.034 0.119
H 8.002 -0.539 -4.597 -0.263 -0.395 0.153 0.101
```
Positions in Å, forces in eV/Å.

Output
Gap between HOMO and LUMO = 0.0762 Ha
E_LUMO = -7.43 eV
F_max = 7.2 eV/A
Net charge = +1
2S+1 = 1

---

Record 4
DFT (ωB97M-V/def2-TZVPD) results for a structure of composition C13H31Br3O8P2 at a distorted geometry.

XYZ file:
```
57
Properties=species:S:1:pos:R:3:forces:R:3:lowdin_charge:R:1
C -1.906 -1.172 -0.088 0.076 -0.534 0.405 -1.589
Br -3.149 -2.628 0.246 0.269 0.083 0.081 0.557
Br -0.060 -1.821 -0.262 -0.850 0.284 -0.121 0.572
Br -1.993 0.158 1.302 -0.041 -0.106 -0.204 0.602
H -2.294 -0.753 -1.004 0.545 0.229 -0.127 -0.029
C -1.516 6.034 7.744 -1.046 -0.406 0.200 -0.066
C -2.698 5.136 7.319 1.219 0.751 0.023 -0.246
O -2.666 4.891 5.904 -0.717 -0.034 -0.373 -0.181
P -3.626 5.687 4.912 -0.012 -0.319 -0.848 0.394
O -3.250 7.079 4.633 -0.106 -0.204 0.173 -0.231
O -3.641 4.735 3.602 0.029 0.762 0.929 -0.174
C -2.389 4.620 2.911 0.803 -0.277 0.232 -0.289
C -2.572 3.809 1.667 0.333 -0.800 -0.569 -0.098
O -5.065 5.474 5.527 0.193 -0.672 0.037 -0.200
C -6.269 6.139 5.077 0.628 0.779 0.631 -0.233
C -7.083 6.415 6.332 0.449 -0.225 0.113 -0.070
H -1.502 5.918 8.831 0.406 0.284 -0.014 0.075
H -0.586 5.683 7.307 0.051 -0.072 0.048 0.076
H -1.676 7.080 7.492 0.011 0.002 -0.097 0.073
H -2.542 4.182 7.820 -0.412 -0.160 -0.206 0.116
H -3.649 5.590 7.595 -0.044 -0.184 0.124 0.109
H -1.929 5.594 2.718 -0.385 0.092 -0.020 0.121
H -1.697 4.082 3.572 -0.077 0.086 -0.050 0.117
H -2.950 2.815 1.918 -0.498 0.239 0.015 0.025
H -3.168 4.269 0.880 -0.244 0.064 0.254 0.083
H -1.613 3.557 1.203 0.166 0.420 0.157 0.074
H -5.919 7.082 4.651 -0.412 -0.046 -0.361 0.114
H -6.779 5.517 4.347 0.056 -0.063 -0.035 0.120
H -8.082 6.787 6.118 -0.014 -0.029 -0.057 0.076
H -7.127 5.512 6.943 -0.295 -0.095 -0.173 0.078
H -6.545 7.138 6.948 -0.103 0.173 -0.113 0.078
C 6.376 -7.433 -3.480 0.358 -0.743 -1.005 -0.070
C 5.830 -6.211 -4.174 -0.098 1.081 0.580 -0.273
O 4.479 -6.382 -4.602 -0.355 -0.332 -0.066 -0.174
P 3.559 -5.222 -5.160 -0.241 0.213 0.388 0.393
O 2.208 -5.670 -5.519 0.554 0.105 0.150 -0.218
O 4.368 -4.548 -6.360 0.678 0.374 0.319 -0.181
C 4.855 -5.367 -7.434 -0.233 -1.163 0.088 -0.275
C 3.886 -5.337 -8.589 -0.607 -0.039 -0.103 -0.072
O 3.660 -4.119 -3.995 -0.018 -0.477 -1.070 -0.186
C 2.684 -3.055 -4.000 -0.144 0.321 0.130 -0.255
C 1.415 -3.508 -3.296 0.298 0.617 0.592 -0.092
H 7.366 -7.135 -3.133 -0.046 -0.263 0.356 0.081
H 5.761 -7.876 -2.699 -0.104 0.705 0.316 0.082
H 6.516 -8.283 -4.158 0.092 0.279 -0.233 0.078
H 5.880 -5.379 -3.458 -0.275 -0.070 -0.057 0.117
H 6.420 -5.853 -5.025 0.168 -0.511 -0.013 0.118
H 5.885 -5.145 -7.718 -0.154 0.893 0.141 0.119
H 4.968 -6.388 -7.049 -0.365 -0.079 -0.099 0.110
H 3.856 -4.380 -9.111 0.369 -0.029 -0.080 0.078
H 4.075 -6.159 -9.280 0.210 0.173 -0.148 0.080
H 2.865 -5.481 -8.230 0.119 -0.141 0.226 0.075
H 3.173 -2.223 -3.490 -0.090 -0.183 0.329 0.117
H 2.518 -2.655 -5.005 -0.120 -0.475 -0.155 0.118
H 1.700 -3.906 -2.319 0.024 -0.267 -0.103 0.073
H 0.797 -2.645 -3.040 -0.094 0.017 -0.373 0.033
H 0.838 -4.248 -3.840 0.097 -0.029 -0.160 0.070
```
Positions in Å, forces in eV/Å.

Output
Gap between HOMO and LUMO = 0.3736 Ha
E_LUMO = -0.15 eV
F_max = 1.4 eV/A
ΔE to the lowest compared entry with this formula, charge and spin = 14.0 kcal per mole
2S+1 = 1